Record 1
C14H42Be2N3O23 as an isolated structure at a distorted geometry. Source: the Open Molecules 2025 dataset; level of theory: ωB97M-V/def2-TZVPD.

Last column: Mulliken spin population.
Positions of all 84 atoms, in Å:
Be 0.253048 -3.300032 -2.781799  0.00
Be 4.033877 -1.431057 0.889920  0.00
N 2.534254 0.327853 3.700752  -0.02
O 2.713653 -0.598262 2.905078  0.12
O 3.412986 1.100587 3.936729  0.32
O 1.543151 0.363543 4.330722  0.48
N 3.683753 -1.913098 -2.624295  0.00
O 4.608425 -1.896004 -3.372483  0.00
O 2.786649 -2.732282 -2.749102  0.00
O 3.671465 -1.196165 -1.619802  0.00
N 0.491456 -0.348288 -0.355655  0.00
O 1.515296 -0.616422 0.255060  0.00
O -0.358931 0.432158 0.070629  0.00
O 0.229930 -1.070986 -1.352384  0.00
C -2.217043 -2.407713 2.736392  0.00
C -0.715355 -2.230445 2.562790  0.02
O -0.146373 -2.149213 3.840629  0.08
O -2.860332 -1.501485 3.680967  0.00
H -2.563166 -3.386148 3.069506  0.00
H -2.669045 -2.407275 1.744527  0.00
H -0.477664 -1.230583 2.199636  0.00
H -0.155891 -3.041336 2.096376  0.00
H 0.783730 -2.374334 3.764225  0.00
H -3.800139 -1.696021 3.658304  0.00
C -0.265696 -0.466421 -5.082349  0.00
C -1.681643 -0.871087 -4.524679  0.00
O -1.822568 -2.207928 -4.282775  0.00
O 0.813455 -1.035081 -4.287076  0.00
H 0.035539 0.544207 -4.806662  0.00
H -0.038524 -0.686803 -6.125394  0.00
H -2.480314 -0.432766 -5.123092  0.00
H -1.928157 -0.448456 -3.550661  0.00
H -2.415794 -2.491407 -4.982305  0.00
H 1.587907 -0.488296 -4.438224  0.00
C 6.154516 1.035914 0.691599  0.00
C 4.850064 1.863104 0.738528  0.00
O 3.765425 1.088019 0.267830  0.00
O 5.965017 0.036179 1.680305  0.00
H 7.010616 1.697726 0.822716  0.00
H 6.459098 0.621731 -0.269528  0.00
H 4.840285 2.825668 0.227182  0.00
H 4.738540 2.126627 1.790303  0.00
H 3.220922 1.792103 -0.091853  0.00
H 6.810357 0.123763 2.126768  0.00
C -0.203923 3.151419 3.715032  0.00
C -0.956561 2.509399 2.586116  0.00
O -0.849554 1.114581 2.539463  0.01
O -0.679784 2.663389 5.040980  0.00
H -0.162453 4.232130 3.579183  0.00
H 0.809462 2.750941 3.742880  0.00
H -0.386097 2.810169 1.707367  0.00
H -2.014092 2.696138 2.399417  0.00
H -0.698839 0.834793 1.633582  0.00
H 0.066165 2.984037 5.553179  0.00
C -2.735567 -5.037382 -2.080757  0.00
C -3.063524 -3.684133 -1.602843  0.00
O -1.969891 -3.116188 -0.833238  0.00
O -1.520441 -5.141189 -2.915289  0.00
H -3.481388 -5.472441 -2.746018  0.00
H -2.505570 -5.774069 -1.311021  0.00
H -3.975799 -3.847113 -1.029009  0.00
H -3.356931 -3.009812 -2.407393  0.00
H -2.234798 -2.218950 -0.617866  0.00
H -1.630387 -5.960075 -3.404106  0.00
C 0.636224 3.275879 -1.013653  0.00
C 1.268508 4.602783 -1.420518  0.00
O 0.968585 5.453148 -0.255794  0.00
O 1.614670 2.464225 -0.328273  0.00
H 0.314331 2.804957 -1.942478  0.00
H -0.258035 3.291147 -0.390622  0.00
H 0.765073 5.121123 -2.236593  0.00
H 2.342329 4.563645 -1.603464  0.00
H 1.517545 5.059119 0.426102  0.00
H 1.123178 1.827450 0.195707  0.00
C -4.539691 1.413042 -0.041344  0.00
C -4.220935 0.200444 0.795794  0.00
O -3.144071 -0.560910 0.347418  0.00
O -3.454144 2.269390 0.055639  0.00
H -5.437513 1.898847 0.340782  0.00
H -4.645646 1.225283 -1.109810  0.00
H -5.071057 -0.479257 0.737596  0.00
H -4.059613 0.694030 1.754151  0.00
H -2.465105 0.073960 0.107549  0.00
H -3.621436 2.992258 0.664795  0.00

Cartesian forces (eV/Å) of the 6 atoms listed first:
Be -0.70 2.16 0.29
Be -1.01 3.73 -1.38
N 2.98 -1.89 -1.77
O 0.04 -1.52 -1.63
O 1.15 2.02 0.44
O -3.74 0.39 2.03

Summary:
**Net charge**: +2
**2S+1**: 2
**LUMO level (spin up / spin down)**: -10.01 / -10.09 eV
**Expectation value of S²**: 0.760
**Orbital gap (spin up / spin down)**: 0.1276 / 0.1242 hartree
**Strongest force on any atom**: 0.0913 hartree/bohr
**Calculated total energy**: -2481.379419 Eh

Record 2
C2H2NOPS as an isolated structure at a distorted geometry. Source: the Open Molecules 2025 dataset; level of theory: ωB97M-V/def2-TZVPD.

Last column: Mulliken charge in e.
Positions of all 8 atoms, in Å:
C -0.793344 0.577234 -0.246163  0.39
C -0.787184 -0.789056 -0.012171  -0.21
N 2.428190 0.593059 1.007800  -0.26
O 0.157410 1.348869 -0.576582  -0.53
P 0.567813 -1.685433 -0.225129  -0.10
S 2.060750 0.309961 -0.356914  0.23
H -1.873410 0.884316 -0.071734  0.25
H -1.760228 -1.238953 0.480893  0.22

Cartesian forces (eV/Å) of the 6 atoms listed first:
C -0.72 3.14 -0.47
C -1.61 -2.55 1.57
N 0.41 -0.12 0.47
O -2.93 -1.53 0.41
P 1.43 -0.54 -0.15
S 0.24 -0.59 -0.20

Summary:
**Net charge**: 0
**LUMO level (spin up / spin down)**: -1.74 / -1.74 eV
**Orbital gap (spin up / spin down)**: 0.2320 / 0.2320 hartree
**Strongest force on any atom**: 0.0661 hartree/bohr
**Calculated total energy**: -946.784123 Eh

Record 3
An isolated molecule of C23H21FN6O2S at a distorted geometry. Source: the Open Molecules 2025 dataset; level of theory: ωB97M-V/def2-TZVPD.

Last column: Mulliken charge in e.
Positions of all 54 atoms, in Å:
O 4.154327 0.142457 -2.095719  -0.67
C 3.217895 -0.629852 -2.062712  0.60
C 2.787300 -1.300029 -3.369552  -0.72
S 1.168058 -2.119616 -3.434224  -0.16
C 0.047127 -0.842666 -3.011935  0.25
C 0.369318 0.547041 -3.048850  0.00
C -0.559444 1.458235 -2.646865  -0.64
C -1.790131 0.970058 -2.165026  0.63
N -2.834251 1.529028 -1.591746  -0.71
N -3.689846 0.561089 -1.275063  -0.51
C -3.209675 -0.599123 -1.656917  0.64
C -3.790699 -1.941088 -1.412520  -0.76
C -2.812829 -2.774008 -0.563992  -0.83
N -2.385655 -2.029013 0.596578  -0.11
C -1.149162 -1.502713 0.729326  0.07
O -0.216329 -1.781493 -0.009253  -0.74
C -1.014787 -0.557286 1.873810  0.83
C 0.078511 -0.661594 2.725815  -0.14
C 0.236482 0.233986 3.766371  -0.76
C -0.686113 1.250627 3.950241  -0.53
C -1.768588 1.368395 3.094611  -1.00
C -1.939963 0.465482 2.060349  -0.33
N -1.992794 -0.403500 -2.226327  0.88
N -1.120550 -1.299180 -2.655647  -1.19
N 2.586478 -0.992739 -0.937642  0.14
C 3.049698 -0.506752 0.342567  -1.43
C 2.372466 0.750940 0.832646  0.15
C 1.152822 1.167635 0.322992  1.26
C 0.533657 2.311887 0.792793  -0.44
C 1.150931 3.028177 1.799024  0.32
F 0.550476 4.136156 2.284164  -0.41
C 2.367123 2.638706 2.330452  -0.71
C 2.974605 1.500004 1.836979  -0.79
H 3.493783 -2.112141 -3.558302  0.43
H 2.886501 -0.587169 -4.189236  0.39
H 1.338322 0.869034 -3.389923  0.35
H -0.374072 2.519319 -2.654962  0.47
H -4.742254 -1.809076 -0.896296  0.37
H -3.965830 -2.454686 -2.359489  0.32
H -1.914592 -2.999787 -1.143913  0.40
H -3.290726 -3.706622 -0.252140  0.38
H -3.107258 -1.707848 1.224541  0.29
H 0.791087 -1.457248 2.568795  0.59
H 1.083663 0.143871 4.429545  0.42
H -0.557046 1.958340 4.755142  0.43
H -2.478584 2.170343 3.227432  0.42
H -2.771332 0.583862 1.378828  0.34
H 1.740226 -1.548734 -0.940771  0.25
H 2.903274 -1.303865 1.078228  0.31
H 4.122200 -0.311337 0.242179  0.52
H 0.672030 0.583681 -0.442890  -0.32
H -0.415833 2.638112 0.397949  0.54
H 2.822606 3.225107 3.112689  0.46
H 3.927378 1.187592 2.237864  0.45

Cartesian forces (eV/Å) of the 6 atoms listed first:
O 0.26 0.24 -0.05
C -0.11 -0.27 -0.37
C -0.42 0.06 -0.09
S 0.33 -0.25 -0.08
C -0.52 -0.03 0.10
C -0.32 0.51 0.07

Summary:
**Net charge**: 0
**LUMO level**: -0.24 eV
**Orbital gap**: 0.3136 hartree
**Strongest force on any atom**: 0.0273 hartree/bohr
**Calculated total energy**: -1866.164832 Eh

Record 4
C28H23N9O3RuS2Se as an isolated structure at a distorted geometry. Source: the Open Molecules 2025 dataset; level of theory: ωB97M-V/def2-TZVPD.

Last column: Mulliken spin population.
Positions of all 67 atoms, in Å:
Ru 0.676123 0.282722 0.244242  3.59
O -1.752079 -0.222733 3.122681  0.02
S -1.566563 -0.758329 1.817067  0.01
O -1.842527 0.110132 0.666770  0.06
N 0.020371 -1.104394 1.509649  0.20
C 0.842392 -1.846066 2.265224  -0.02
C 0.453477 -2.627209 3.349798  0.09
C 1.386553 -3.423254 4.004706  -0.03
C 2.698154 -3.479306 3.591998  0.08
C 3.148896 -2.690870 2.513037  -0.02
C 4.474866 -2.689777 2.028817  0.02
C 4.803716 -1.858975 0.986276  -0.01
C 3.822514 -1.021460 0.440313  0.01
N 2.580541 -1.018233 0.861982  0.07
C 2.219559 -1.839686 1.863000  0.01
C -2.424945 -2.309472 1.637599  0.01
C -2.395007 -2.955102 0.414333  0.00
C -2.988234 -4.204496 0.297477  0.00
C -3.580960 -4.793629 1.406501  0.01
C -3.597835 -4.136991 2.629210  0.00
C -3.020539 -2.882295 2.747694  0.00
H -0.570693 -2.591991 3.678443  0.01
H 1.063750 -4.011010 4.847469  0.00
H 3.400763 -4.126102 4.090396  0.00
H 5.210565 -3.342084 2.481323  0.00
H 5.797893 -1.839040 0.569920  0.00
H 4.064606 -0.345547 -0.370758  0.00
H -1.901772 -2.486310 -0.426804  0.00
H -2.980161 -4.726369 -0.648335  0.00
H -4.031156 -5.770973 1.321361  0.00
H -4.051724 -4.606699 3.488477  0.00
H -3.022822 -2.339589 3.680601  0.00
C 1.085125 0.229767 -4.634549  0.00
N -0.089142 0.446162 -3.835334  0.01
C -1.178620 1.312819 -4.270806  0.00
C -2.222652 1.172748 -3.144649  0.00
N -1.571930 0.257694 -2.223164  0.03
C -0.353116 -0.082197 -2.648067  0.02
S 0.672588 -1.151975 -1.799945  0.14
H 0.800450 -0.037261 -5.652027  0.00
H 1.664054 -0.585344 -4.203391  0.00
H 1.701710 1.130674 -4.674510  0.00
H -1.569721 0.964219 -5.230392  0.00
H -0.822576 2.343254 -4.388367  0.00
H -3.156948 0.730869 -3.501754  0.00
H -2.440721 2.125204 -2.654664  0.00
H -1.906353 0.092719 -1.276499  -0.02
O 0.870629 1.462033 2.038333  0.32
N 0.883785 2.720296 2.037823  0.12
C -0.002884 3.571128 2.443700  0.06
C -1.268479 3.243042 2.992903  0.00
N -2.297065 3.026346 3.447501  0.02
C 0.235932 4.958636 2.306913  -0.01
N 0.364802 6.091873 2.196089  0.01
Se 3.061453 1.794290 -1.840384  0.05
N 1.516544 1.802960 -0.828011  0.02
C 0.724145 2.801712 -1.297717  -0.06
C -0.558999 3.095548 -0.835219  0.04
C -1.257118 4.143520 -1.410423  0.06
C -0.687729 4.902539 -2.435679  -0.03
C 0.569322 4.620212 -2.922990  0.04
C 1.291952 3.546321 -2.382072  0.00
N 2.479051 3.121245 -2.828921  0.13
H -1.001664 2.488325 -0.047860  -0.07
H -2.246467 4.383074 -1.049814  0.00
H -1.248086 5.725237 -2.851858  0.00
H 1.021005 5.207449 -3.704661  0.00

Cartesian forces (eV/Å) of the 6 atoms listed first:
Ru 0.19 -0.56 0.07
O -0.28 -0.18 0.10
S 0.73 -0.77 0.09
O -0.07 -0.03 -0.15
N -1.99 0.31 0.10
C 0.81 -1.42 1.46

Summary:
**Net charge**: +1
**2S+1**: 6
**LUMO level (spin up / spin down)**: -4.69 / -5.06 eV
**Expectation value of S²**: 8.807
**Orbital gap (spin up / spin down)**: 0.1838 / 0.2098 hartree
**Strongest force on any atom**: 0.0487 hartree/bohr
**Calculated total energy**: -5091.625515 Eh

calculated total energy of number 4 (C28H23N9O3RuS2Se)?
-5091.625515 Eh

Among the records above, which one has the highest net charge?
C14H42Be2N3O23

Among the records above, which one has the highest net charge?
C14H42Be2N3O23